1.
Density functional theory data (ωB97M-V/def2-TZVPD) for C25H16Cl2MoN3O7Si as an isolated structure at a distorted geometry.

Last column: Löwdin charge in e.
CARTESIAN COORDINATES (ANGSTROEM)
Mo  -0.25342  0.45170  -1.24765  1.527
O  3.32508  0.07120  -1.31775  0.180
C  2.43498  0.86130  -1.44085  -0.535
O  1.33398  0.60710  -2.12445  -0.269
C  2.40098  2.20890  -0.74985  -0.026
C  3.42838  3.13380  -0.79385  0.111
C  3.28208  4.34010  -0.11325  -0.087
C  2.14948  4.62710  0.62965  0.117
C  1.13538  3.68400  0.71325  -0.023
C  1.24078  2.47060  0.01205  -0.211
O  0.27398  1.56710  0.00075  -0.248
N  -0.06862  3.97580  1.49265  -0.343
O  -0.97682  3.18050  1.41655  0.107
O  -0.05942  4.97970  2.14985  0.134
N  4.34888  5.34650  -0.19065  -0.360
O  5.28698  5.08070  -0.89405  0.119
O  4.18998  6.34870  0.45295  0.122
H  4.33158  2.93690  -1.35475  0.149
H  2.06158  5.57630  1.14345  0.145
Cl  -4.75092  0.08010  0.36275  0.789
C  -4.37542  -0.34780  -1.24705  -0.586
C  -5.36622  -0.74590  -2.13555  -0.067
C  -5.05952  -1.04870  -3.45235  -0.037
C  -3.74502  -1.01470  -3.91075  -0.065
C  -2.76842  -0.64770  -3.01555  -0.513
Cl  -1.07352  -0.54440  -3.40345  0.844
C  -3.03762  -0.26250  -1.68095  -0.411
N  -1.96272  0.16130  -1.01115  -0.176
H  -6.38832  -0.79730  -1.79045  0.120
H  -5.85262  -1.31090  -4.13445  0.123
H  -3.50042  -1.27120  -4.92955  0.122
C  3.78128  -1.59720  2.90655  -0.058
C  2.81758  -0.60560  2.80085  -0.065
C  1.91258  -0.62490  1.75645  -0.120
C  1.93888  -1.64970  0.80465  -0.329
C  2.95038  -2.60800  0.89585  -0.093
C  3.86458  -2.57910  1.93295  -0.061
Si  0.54078  -1.83830  -0.45015  0.776
C  -1.05512  -2.41100  0.38495  -0.352
C  -1.58372  -1.65620  1.43745  -0.134
C  -2.74922  -2.04400  2.06975  -0.104
C  -3.42222  -3.18120  1.64635  -0.075
C  -2.91202  -3.93580  0.60405  -0.073
C  -1.73592  -3.55620  -0.01925  -0.109
H  4.46428  -1.60070  3.74175  0.112
H  2.76778  0.18070  3.53895  0.110
H  1.14988  0.15120  1.69695  0.079
H  3.00438  -3.39310  0.15615  0.103
H  4.63228  -3.33600  1.98555  0.112
H  0.95208  -2.74080  -1.56625  0.009
H  -1.07052  -0.75710  1.76585  0.093
H  -3.13352  -1.45730  2.88975  0.109
H  -4.33862  -3.47730  2.13395  0.111
H  -3.42772  -4.82360  0.27345  0.109
H  -1.33332  -4.15720  -0.82195  0.098

Results
Highest occupied orbital energy: -0.440 Eh
Largest force on an atom: 4.2 eV/A
Net charge: +1
E_LUMO: -5.84 eV

---

2.
Density functional theory data (ωB97M-V/def2-TZVPD) for C25H16ClN4O6Ti as an isolated structure.

Last column: Löwdin charge in e.
CARTESIAN COORDINATES (ANGSTROEM)
Ti  0.92664  -1.53319  -1.04560  1.306
O  -0.72135  -1.96242  -0.03462  0.022
C  -0.37539  -1.51701  1.10307  -0.302
C  -1.03721  -1.83473  2.31024  0.056
C  -0.93950  -1.27432  3.55064  0.078
C  -0.22560  -0.14882  4.12149  -0.119
C  0.14177  1.08416  3.27033  -0.185
C  0.40277  0.70840  0.89315  -0.204
C  0.56430  1.22814  -0.33160  0.006
N  0.88301  0.34548  -1.33903  -0.130
N  0.83568  0.83299  -2.63265  0.122
C  0.80803  -0.17492  -3.43222  -0.352
O  0.83456  -1.40194  -2.86186  -0.123
C  0.72369  -0.06318  -4.88406  -0.159
C  0.63589  1.19542  -5.48126  -0.017
C  0.55508  1.29693  -6.85674  -0.060
C  0.56191  0.14934  -7.64156  -0.060
C  0.65023  -1.10224  -7.04997  -0.061
C  0.73056  -1.21272  -5.67215  -0.016
H  -1.78526  -2.60799  2.18369  0.141
H  -1.59922  -1.73884  4.27569  0.143
H  -0.45685  0.04021  5.15988  0.147
H  0.10217  2.00327  3.84321  0.144
H  0.33860  2.25606  -0.58461  0.156
H  0.63469  2.07911  -4.85825  0.114
H  0.48791  2.27040  -7.32277  0.111
H  0.49966  0.23224  -8.71834  0.111
H  0.65825  -1.99291  -7.66315  0.111
H  0.80327  -2.18517  -5.20503  0.115
O  4.26835  -1.53437  3.96241  0.172
C  2.95945  -1.57335  4.01692  -0.537
O  2.32806  -2.14626  4.85616  0.166
C  2.08979  -0.77209  3.03732  -0.014
C  1.23732  0.20435  3.75172  -0.584
Cl  2.12656  0.94434  5.08196  0.856
N  -0.35251  1.20228  1.94619  0.030
N  0.79565  -0.69218  0.97172  -0.031
C  1.94326  -1.09832  1.75207  -0.026
C  2.94601  -1.87257  0.93177  -0.461
O  4.03770  -2.15496  1.34091  0.162
O  2.51775  -2.13698  -0.29646  -0.079
C  -1.76467  1.41751  1.80602  -0.182
C  -2.42411  1.16963  0.60258  -0.023
C  -3.79325  1.35840  0.50720  -0.061
C  -4.52908  1.79873  1.59759  -0.075
C  -3.87373  2.05009  2.78945  -0.060
C  -2.50223  1.86033  2.90077  -0.018
H  4.57348  -1.40951  3.04385  0.118
H  -1.88854  0.83218  -0.27321  0.104
H  -4.28434  1.15967  -0.43605  0.114
H  -5.59638  1.94774  1.51532  0.111
H  -4.42588  2.40247  3.65033  0.114
H  -2.02694  2.07110  3.84752  0.109

Results
ΔE to the lowest compared entry with this formula, charge and spin: 0.00 kJ/mol
Highest occupied orbital energy: -0.408 Eh
Largest force on an atom: 0.6 eV/A
Net charge: +1
E_LUMO: -5.25 eV

---

3.
Density functional theory data (ωB97M-V/def2-TZVPD) for C25H16F11N14O4Pb as an isolated structure at a distorted geometry.

Last column: Löwdin charge in e.
CARTESIAN COORDINATES (ANGSTROEM)
Pb  -6.13268  9.12671  12.64376  1.494
C  -9.52400  9.29953  12.83150  -0.060
N  -8.33729  9.64860  13.74596  -0.299
C  -8.45994  11.09775  14.09439  -0.173
C  -7.13129  11.77386  14.19561  -0.198
N  -6.36903  11.59514  12.96515  0.011
C  -5.59034  12.55235  12.49370  -0.137
C  -4.94892  13.63475  13.19437  -0.071
F  -4.92035  13.57987  14.60153  0.060
C  -4.31047  14.69359  12.61835  -0.087
F  -3.68271  15.65162  13.34458  0.130
C  -4.12012  14.77018  11.18167  -0.125
F  -3.51240  15.86798  10.72298  0.132
C  -4.56178  13.71751  10.40960  -0.066
F  -4.51487  13.71286  9.01755  0.087
C  -5.11213  12.45249  11.09592  -0.186
F  -6.27126  12.05590  10.29842  0.024
C  -8.40310  8.62615  14.86989  -0.199
C  -7.24987  8.70817  15.81939  -0.205
N  -5.95942  8.73633  15.05521  -0.130
C  -4.83750  8.75014  15.71059  -0.228
C  -4.54552  9.65334  16.89173  -0.100
F  -5.58685  10.37293  17.41315  0.036
C  -3.21525  9.85983  17.23360  -0.143
F  -2.97635  10.65073  18.31971  0.067
C  -2.13692  9.27495  16.55837  -0.190
F  -0.90181  9.67272  16.83965  0.107
C  -2.38305  8.24043  15.72058  -0.161
F  -1.44908  7.26699  15.52024  0.101
C  -3.65414  7.97865  15.33651  -0.158
F  -3.87545  6.81555  14.69759  0.080
H  -10.44756  9.56238  13.42611  0.101
H  -9.46488  8.21662  12.68215  0.066
H  -9.42771  9.80199  11.83166  0.103
H  -9.00088  11.15146  15.03215  0.129
H  -9.02627  11.56154  13.31909  0.109
H  -6.53093  11.34968  14.96907  0.101
H  -7.25618  12.84494  14.42024  0.135
H  -8.47503  7.66126  14.40230  0.099
H  -9.38795  8.82362  15.34985  0.127
H  -7.23639  7.85630  16.54092  0.139
H  -7.38146  9.63835  16.43553  0.102
N  -1.92842  8.74706  11.18198  0.132
C  -2.42199  7.51700  11.43594  -0.557
N  -1.63083  6.46490  11.68035  -0.006
N  -2.47463  5.49284  12.02542  -0.107
N  -3.74769  5.91155  11.83742  -0.085
N  -3.70926  7.21053  11.47989  -0.026
C  -2.66305  9.84900  10.88447  -0.312
N  -2.02116  10.92755  10.27561  0.105
N  -2.88472  11.83350  10.26211  0.034
N  -3.99476  11.41012  10.86168  -0.101
N  -3.93790  10.16519  11.29497  0.062
H  -0.97035  8.68562  10.80202  0.162
F  -4.57280  5.19308  7.27784  0.091
C  -5.46703  6.04975  7.73700  -0.179
C  -6.25972  5.82134  8.82239  0.068
N  -7.17512  6.79198  9.21053  0.008
C  -8.32800  6.46697  10.08585  -0.049
C  -7.82998  6.04576  11.50325  -0.652
O  -7.78944  4.83230  11.83360  -0.022
O  -7.35856  6.93213  12.27238  -0.235
C  -7.18069  8.13118  8.74152  -0.431
O  -7.90069  9.01732  9.22752  0.011
N  -6.30302  8.32896  7.67412  0.196
C  -5.45187  7.39514  7.01322  -0.340
O  -4.91540  7.66708  5.93946  0.061
H  -6.28434  4.91492  9.38302  0.143
H  -8.93512  5.67164  9.64421  0.121
H  -8.99641  7.36781  10.12107  0.119
H  -6.33060  9.25652  7.24699  0.162

Results
ΔE to the lowest compared entry with this formula, charge and spin: 0.00 kJ/mol
Highest occupied orbital energy: -0.186 Eh
Largest force on an atom: 5.6 eV/A
Net charge: -1
E_LUMO: -0.84 eV

---

4.
Density functional theory data (ωB97M-V/def2-TZVPD) for one molecule with the formula C25H16F6N2 at a distorted geometry.

Last column: Löwdin charge in e.
CARTESIAN COORDINATES (ANGSTROEM)
C  -0.68150  -1.42889  -2.36253  -0.022
C  -0.14198  -0.34889  -1.44573  -0.385
C  -0.87730  0.91387  -1.69746  -0.169
N  -1.35471  1.95550  -1.89872  0.205
C  1.36521  -0.05477  -1.84071  -0.136
C  2.22580  -1.11002  -2.20759  -0.012
C  3.57324  -0.86278  -2.51525  -0.015
C  4.07726  0.44255  -2.51678  -0.235
C  5.48718  0.64857  -2.74029  -0.170
N  6.64123  0.76681  -2.89683  0.155
C  3.22421  1.50402  -2.20094  0.000
C  1.88231  1.24560  -1.87472  -0.012
C  -0.28393  -0.66667  0.02414  -0.145
C  0.40997  0.40456  0.92763  -0.143
C  1.77706  0.27813  1.28561  -0.007
C  2.44915  1.29188  1.95544  0.000
C  1.72004  2.36640  2.43526  -0.132
C  2.41755  3.41647  3.23696  -0.524
F  1.74302  4.59974  3.25478  0.118
F  3.67091  3.68389  2.76306  0.118
F  2.56506  3.04044  4.55086  0.117
C  0.36006  2.49412  2.18190  0.023
C  -0.27397  1.48540  1.45212  -0.037
C  -1.71609  -1.10897  0.52885  -0.105
C  -2.59716  -0.43468  1.39931  -0.009
C  -3.93713  -0.80951  1.51694  0.007
C  -4.36303  -1.97613  0.89127  -0.130
C  -5.81888  -2.34104  0.88525  -0.522
F  -6.14751  -3.15178  -0.16437  0.115
F  -6.21198  -2.99839  2.02526  0.116
F  -6.61524  -1.23611  0.80123  0.119
C  -3.45093  -2.82290  0.25950  0.003
C  -2.13534  -2.39576  0.14263  -0.047
H  -0.06190  -2.31421  -2.45646  0.080
H  -1.69061  -1.74310  -2.10223  0.083
H  -0.74628  -0.95941  -3.34680  0.110
H  1.85595  -2.13862  -2.32851  0.111
H  4.26796  -1.68397  -2.75398  0.128
H  3.60113  2.52927  -2.19172  0.127
H  1.23556  2.10607  -1.68668  0.115
H  0.32689  -1.55016  0.13680  0.141
H  2.32679  -0.62071  1.00638  0.122
H  3.53176  1.26119  2.08431  0.132
H  -0.19798  3.36512  2.49299  0.125
H  -1.33918  1.62484  1.28923  0.098
H  -2.28698  0.37649  2.05870  0.099
H  -4.65567  -0.19441  2.08336  0.137
H  -3.76792  -3.78041  -0.15739  0.130
H  -1.38208  -3.06861  -0.28409  0.123

Results
Highest occupied orbital energy: -0.366 Eh
Largest force on an atom: 3.1 eV/A
SMILES: C[C@](C#N)(c1ccc(C#N)cc1)C(c1ccc(C(F)(F)F)cc1)c1ccc(C(F)(F)F)cc1
E_LUMO: -0.27 eV